No. 1
The following is a quantum chemistry calculation of one molecule with the formula H4O2P2 in a non-equilibrium geometry, from OMol25.

Element x y z (Å)
1 O -0.26 -0.43 -1.89
2 O 0.80 1.46 1.00
3 P -1.12 -0.42 -0.55
4 P 0.58 -0.12 0.90
5 H 0.68 -0.48 -1.82
6 H 0.21 2.06 0.54
7 H -0.01 -0.28 2.23
8 H -0.88 -1.80 -0.41

Its structure (SMILES) is O[PH]#[PH]O. As for the strongest force on any atom: 0.0491 Eh/bohr. The calculation puts the molar mass at 97.978 g mol⁻¹. For the LUMO energy, the calculation gives 0.5 eV. For the HOMO-LUMO gap, the calculation gives 9.025 eV.

Quick look at the natural (NBO) charges, all values in e: number 1, O, carries -1.006; number 2, O, carries -1.011; number 3, P, carries 0.609; number 4, P, carries 0.544; number 5, H, carries 0.492; number 6, H, carries 0.499; number 7, H, carries -0.054; number 8, H, carries -0.073

---

No. 2
The following is a quantum chemistry calculation of H4O2P3 as an isolated structure in a non-equilibrium geometry, from OMol25.

Element x y z (Å)
1 O -4.22 -0.22 0.26
2 O -0.41 -1.60 0.51
3 P 0.08 -0.75 -0.53
4 P -1.62 1.21 0.16
5 P -2.90 -0.36 -0.35
6 H 1.28 -1.48 -1.07
7 H -0.69 -0.37 -1.64
8 H 0.83 0.25 0.06
9 H -2.14 2.12 1.10

As for the strongest force on any atom: 0.0885 Eh/bohr. The calculation puts the molar mass at 128.952 g mol⁻¹. The total charge is -1. For the LUMO energy, the calculation gives 4.3 eV. For the HOMO-LUMO gap, the calculation gives 7.625 eV.

Quick look at the natural (NBO) charges, all values in e: number 1, O, carries -1.122; number 2, O, carries -1.151; number 3, P, carries 1.293; number 4, P, carries -0.644; number 5, P, carries 0.922; number 6, H, carries -0.166; number 7, H, carries -0.055; number 8, H, carries -0.078; number 9, H, carries 0.001

---

No. 3
The following is a quantum chemistry calculation of an isolated ion of composition H4O2P3 and charge -1 in a non-equilibrium geometry, from OMol25.

Element x y z (Å)
1 O 1.06 -3.77 0.10
2 O 0.75 -0.42 1.74
3 P 0.35 0.43 0.61
4 P 0.25 -1.27 -1.24
5 P 1.67 -2.46 -0.22
6 H 0.24 1.75 1.19
7 H 1.35 0.87 -0.25
8 H -1.00 0.47 0.25
9 H -0.83 -2.06 -0.94

Its structure (SMILES) is O=P#[PH][PH3][O-]. As for the strongest force on any atom: 0.0392 Eh/bohr. The calculation puts the molar mass at 128.952 g mol⁻¹. The total charge is -1. For the LUMO energy, the calculation gives 4.2 eV. For the HOMO-LUMO gap, the calculation gives 7.731 eV.

Quick look at the natural (NBO) charges, all values in e: number 1, O, carries -1.095; number 2, O, carries -1.160; number 3, P, carries 1.294; number 4, P, carries -0.555; number 5, P, carries 0.984; number 6, H, carries -0.222; number 7, H, carries -0.113; number 8, H, carries -0.113; number 9, H, carries -0.020

---

No. 4
The following is a quantum chemistry calculation of H4O2P3 as an isolated structure in a non-equilibrium geometry, from OMol25.

Element x y z (Å)
1 O -1.87 -0.23 2.82
2 O -0.60 -1.30 -1.44
3 P 0.27 -0.07 -1.47
4 P 0.72 0.30 1.24
5 P -1.40 0.42 1.58
6 H 0.43 0.45 -2.85
7 H -0.24 1.18 -1.05
8 H 1.56 -0.38 -1.07
9 H 1.12 -0.36 2.24

As for the strongest force on any atom: 0.0918 Eh/bohr. The calculation puts the molar mass at 128.952 g mol⁻¹. The total charge is -1. For the LUMO energy, the calculation gives 4.2 eV. For the HOMO-LUMO gap, the calculation gives 7.699 eV.

Quick look at the natural (NBO) charges, all values in e: number 1, O, carries -1.110; number 2, O, carries -1.122; number 3, P, carries 1.293; number 4, P, carries -0.605; number 5, P, carries 0.898; number 6, H, carries -0.178; number 7, H, carries -0.073; number 8, H, carries -0.053; number 9, H, carries -0.050

---

No. 5
The following is a quantum chemistry calculation of H4O2Rb as an isolated structure, from OMol25.

Element x y z (Å)
1 Rb -0.20 -1.11 0.94
2 O 0.09 2.51 3.19
3 H 0.07 2.79 2.27
4 H -0.36 3.20 3.66
5 O 0.26 -2.59 -3.01
6 H 0.66 -1.93 -3.58
7 H -0.53 -2.87 -3.48

As for the strongest force on any atom: 0.0109 Eh/bohr. The calculation puts the molar mass at 121.498 g mol⁻¹. The total charge is +1. For the LUMO energy, the calculation gives -4.2 eV. For the HOMO-LUMO gap, the calculation gives 10.711 eV.

Quick look at the natural (NBO) charges, all values in e: number 1, Rb, carries 0.999; number 2, O, carries -0.948; number 3, H, carries 0.463; number 4, H, carries 0.486; number 5, O, carries -0.957; number 6, H, carries 0.477; number 7, H, carries 0.480

---

No. 6
The following is a quantum chemistry calculation of a 2-piece molecular cluster, H4O3Si overall in a non-equilibrium geometry, from OMol25.

Element x y z (Å)
1 O -2.95 0.45 0.37
2 O -0.10 -0.29 -0.63
3 O 2.57 -0.81 -0.27
4 Si 1.24 0.00 -0.03
5 H -3.66 0.41 -0.32
6 H -2.32 -0.26 0.05
7 H 3.36 -0.28 -0.26
8 H 1.85 0.79 1.10

Its structure (SMILES) is O=[SiH]O.O. As for the strongest force on any atom: 0.0412 Eh/bohr. The calculation puts the molar mass at 80.115 g mol⁻¹. For the LUMO energy, the calculation gives -0.1 eV. For the HOMO-LUMO gap, the calculation gives 10.645 eV.

Quick look at the natural (NBO) charges, all values in e: number 1, O, carries -0.953; number 2, O, carries -1.187; number 3, O, carries -1.095; number 4, Si, carries 2.024; number 5, H, carries 0.462; number 6, H, carries 0.490; number 7, H, carries 0.508; number 8, H, carries -0.249

---

Q: Look up the LUMO energy of the third one.
A: 4.2 eV

---

Repeat the third record exactly.
The following is a quantum chemistry calculation of an isolated ion of composition H4O2P3 and charge -1 in a non-equilibrium geometry, from OMol25.

Element x y z (Å)
1 O 1.06 -3.77 0.10
2 O 0.75 -0.42 1.74
3 P 0.35 0.43 0.61
4 P 0.25 -1.27 -1.24
5 P 1.67 -2.46 -0.22
6 H 0.24 1.75 1.19
7 H 1.35 0.87 -0.25
8 H -1.00 0.47 0.25
9 H -0.83 -2.06 -0.94

Its structure (SMILES) is O=P#[PH][PH3][O-]. As for the strongest force on any atom: 0.0392 Eh/bohr. The calculation puts the molar mass at 128.952 g mol⁻¹. The total charge is -1. For the LUMO energy, the calculation gives 4.2 eV. For the HOMO-LUMO gap, the calculation gives 7.731 eV.

Quick look at the natural (NBO) charges, all values in e: number 1, O, carries -1.095; number 2, O, carries -1.160; number 3, P, carries 1.294; number 4, P, carries -0.555; number 5, P, carries 0.984; number 6, H, carries -0.222; number 7, H, carries -0.113; number 8, H, carries -0.113; number 9, H, carries -0.020